Record 1
Below is 2 unconnected molecules or ions with the total composition C3H11NSi at a distorted geometry, with properties calculated with the ωB97M-V functional and the def2-TZVPD basis.

Computed properties:
HOMO level (eV): -9.2
Structure (SMILES): C[Si](C)=N.C
LUMO (eV): 0.23

Geometry as ORCA input:
```
! wB97M-V def2-TZVPD RIJCOSX def2/J DEFGRID3
* xyz 0 1
C 1.902 1.613 -0.497
Si 1.604 -0.089 0.195
C 2.216 -1.356 -1.091
N 0.484 -0.694 1.249
H 1.493 1.642 -1.522
H 1.249 2.274 0.226
H 2.915 2.088 -0.443
H 2.379 -0.856 -2.093
H 3.034 -2.021 -0.763
H 1.391 -2.101 -1.027
H -0.146 -0.063 1.749
C -3.046 -1.172 1.248
H -3.991 -1.619 1.145
H -2.345 -1.962 1.676
H -3.135 -0.388 2.113
H -2.751 -0.740 0.315
*
```

***

Record 2
Below is 3 unconnected molecules or ions with the total composition C3H11O2S at a distorted geometry, with properties calculated with the ωB97M-V functional and the def2-TZVPD basis.

Computed properties:
HOMO level (eV): -2.7
LUMO (eV): 3.78

Geometry as ORCA input:
```
! wB97M-V def2-TZVPD RIJCOSX def2/J DEFGRID3
* xyz -1 1
C 1.364 0.773 1.162
C 1.436 1.941 0.154
C 1.485 1.459 -1.291
S 0.649 -0.186 -1.808
H 0.323 0.444 1.171
H 1.348 1.266 2.160
H 2.030 -0.074 1.020
H 0.461 2.438 0.260
H 2.272 2.595 0.343
H 2.520 1.380 -1.638
H 0.926 2.084 -1.994
H -1.729 -1.510 2.761
H -3.059 -1.330 1.972
O -2.660 -1.468 2.835
H -1.597 -1.199 -0.700
H -1.180 -2.062 0.339
O -2.023 -1.656 0.042
*
```

***

Record 3
Below is 3 unconnected molecules or ions with the total composition C3H11O3S at a distorted geometry, with properties calculated with the ωB97M-V functional and the def2-TZVPD basis.

Computed properties:
HOMO level (eV): -4.1
LUMO (eV): 2.99

Geometry as ORCA input:
```
! wB97M-V def2-TZVPD RIJCOSX def2/J DEFGRID3
* xyz -1 1
C -0.252 -0.606 0.680
O -0.444 0.764 0.771
C 1.102 -0.915 -0.009
C 1.012 -0.853 -1.533
S 1.445 -2.469 -2.306
H -1.029 -1.037 0.026
H -0.193 -1.022 1.697
H 1.880 -0.276 0.399
H 1.321 -1.971 0.215
H 1.676 -0.138 -2.013
H -0.001 -0.624 -1.865
H 0.738 -2.385 -3.449
H -3.146 0.926 0.027
H -1.988 1.065 0.999
O -3.004 1.146 0.952
H -0.004 3.359 2.302
H 0.217 2.130 1.327
O 0.671 2.904 1.780
*
```

***

Record 4
Below is 4 unconnected molecules or ions with the total composition C3H11O3S at a distorted geometry, with properties calculated with the ωB97M-V functional and the def2-TZVPD basis.

Computed properties:
HOMO level (spin up / spin down) (eV): -9.6 / -9.5
LUMO (spin up / spin down) (eV): -1.58 / -3.42

Geometry as ORCA input:
```
! wB97M-V def2-TZVPD RIJCOSX def2/J DEFGRID3
* xyz 0 2
C -0.240 0.765 1.194
O 0.224 -0.540 1.450
C -0.894 0.737 -0.178
C -0.076 0.554 -1.453
S -1.024 0.047 -2.961
H 0.613 1.493 1.253
H -1.060 1.112 1.868
H -1.708 -0.022 -0.228
H -1.374 1.738 -0.287
H 0.777 -0.142 -1.329
H 0.320 1.455 -1.820
H -2.426 0.886 -1.639
H 2.997 -1.177 1.946
H 1.688 -0.305 1.810
O 2.764 -0.266 2.109
H -0.442 -1.831 -1.304
H 0.268 -2.007 0.063
O -0.408 -2.496 -0.493
*
```

***

Record 5
Below is 4 unconnected molecules or ions with the total composition C3H12IN6O3 at a distorted geometry, with properties calculated with the ωB97M-V functional and the def2-TZVPD basis.

Computed properties:
HOMO level (eV): -5.0
LUMO (eV): 2.93

Geometry as ORCA input:
```
! wB97M-V def2-TZVPD RIJCOSX def2/J DEFGRID3
* xyz -1 1
I -2.124 -1.859 -0.046
C 1.945 -1.269 -2.301
O 1.415 -0.639 -3.200
N 1.249 -1.799 -1.249
N 3.302 -1.551 -2.327
H 1.713 -2.449 -0.646
H 0.255 -1.635 -1.148
H 3.739 -1.940 -1.519
H 3.727 -1.189 -3.159
C -0.461 0.344 3.810
O -0.654 1.269 4.620
N -0.473 -0.980 4.261
N -0.462 0.468 2.452
H 0.092 -1.564 3.661
H -0.592 -1.216 5.222
H -0.939 -0.274 1.948
H -0.476 1.400 2.085
C -1.078 2.250 -1.781
O -0.258 3.100 -2.120
N -2.131 2.524 -0.928
N -1.065 0.951 -2.220
H -2.134 3.390 -0.427
H -2.699 1.768 -0.586
H -1.606 0.307 -1.655
H -0.286 0.594 -2.747
*
```

***

Record 6
Below is 2 unconnected molecules or ions with the total composition C3H12N2, with properties calculated with the ωB97M-V functional and the def2-TZVPD basis.

Computed properties:
HOMO level (eV): -9.2
Structure (SMILES): NCN.CC
LUMO (eV): 1.05

Geometry as ORCA input:
```
! wB97M-V def2-TZVPD RIJCOSX def2/J DEFGRID3
* xyz 0 1
N 2.547 1.582 0.886
C 1.574 2.099 -0.065
N 0.776 1.023 -0.705
H 3.452 2.016 0.950
H 2.142 1.378 1.783
H 2.112 2.632 -0.831
H 0.845 2.741 0.435
H 0.612 0.351 0.041
H 1.416 0.525 -1.319
C -1.563 -2.393 -0.425
C -2.324 -1.184 0.132
H -1.887 -2.711 -1.415
H -0.503 -2.151 -0.475
H -1.669 -3.283 0.208
H -2.056 -0.288 -0.420
H -2.069 -1.036 1.170
H -3.405 -1.302 0.050
*
```

***

Record 7
Below is 2 unconnected molecules or ions with the total composition C3H12N2 at a distorted geometry, with properties calculated with the ωB97M-V functional and the def2-TZVPD basis.

Computed properties:
HOMO level (eV): -9.1
Structure (SMILES): CCN.CN
LUMO (eV): 1.14

Geometry as ORCA input:
```
! wB97M-V def2-TZVPD RIJCOSX def2/J DEFGRID3
* xyz 0 1
C 0.890 0.381 1.286
C -0.512 1.066 1.508
N -0.694 2.350 0.653
H 1.640 1.199 1.255
H 0.901 -0.255 2.160
H 0.828 -0.228 0.445
H -1.253 0.362 1.199
H -0.640 1.373 2.520
H -1.524 2.930 0.858
H 0.028 3.049 0.794
C 0.442 -1.310 -2.007
N -0.115 -2.441 -1.254
H 0.209 -1.438 -3.048
H 1.582 -1.200 -1.932
H 0.031 -0.336 -1.662
H -1.128 -2.407 -1.274
H 0.068 -3.236 -1.831
*
```

***

Record 8
Below is 2 unconnected molecules or ions with the total composition C3H12N2 at a distorted geometry, with properties calculated with the ωB97M-V functional and the def2-TZVPD basis.

Computed properties:
HOMO level (eV): -9.8
Structure (SMILES): CCN.CN
LUMO (eV): 1.14

Geometry as ORCA input:
```
! wB97M-V def2-TZVPD RIJCOSX def2/J DEFGRID3
* xyz 0 1
C 0.957 -3.914 1.254
C -0.072 -3.834 0.070
N -0.904 -5.120 -0.348
H 1.916 -4.198 0.918
H 1.081 -2.984 1.773
H 0.733 -4.581 2.107
H -0.692 -3.136 0.525
H 0.443 -3.550 -0.890
H -0.097 -5.734 -0.169
H -1.542 -5.276 0.496
C 0.373 6.525 -1.017
N -0.379 5.793 0.032
H -0.230 7.355 -1.594
H 0.606 6.042 -2.017
H 1.420 6.915 -0.793
H -1.072 6.454 0.543
H -1.132 5.324 -0.523
*
```

***

Record 9
Below is 2 unconnected molecules or ions with the total composition C3H12N2O at a distorted geometry, with properties calculated with the ωB97M-V functional and the def2-TZVPD basis.

Computed properties:
HOMO level (eV): -8.5
Structure (SMILES): CCNCN.O
LUMO (eV): 0.66

Geometry as ORCA input:
```
! wB97M-V def2-TZVPD RIJCOSX def2/J DEFGRID3
* xyz 0 1
C 1.262 0.433 -1.496
C 1.023 0.095 -0.041
N -0.184 0.779 0.521
C -1.338 0.820 -0.367
N -1.949 -0.460 -0.741
H 1.587 1.466 -1.595
H 0.405 0.254 -2.128
H 2.060 -0.179 -1.930
H 0.906 -0.983 0.067
H 1.814 0.473 0.589
H -0.500 0.217 1.307
H -1.207 1.421 -1.265
H -2.113 1.352 0.193
H -1.420 -0.986 -1.434
H -2.018 -1.042 0.086
O 0.185 -1.359 2.591
H 0.392 -0.636 3.208
H 1.094 -1.663 2.436
*
```

***

Record 10
Below is 2 unconnected molecules or ions with the total composition C3H12N2O at a distorted geometry, with properties calculated with the ωB97M-V functional and the def2-TZVPD basis.

Computed properties:
HOMO level (eV): -8.9
Structure (SMILES): C[C@H](N)CN.O
LUMO (eV): 0.77

Geometry as ORCA input:
```
! wB97M-V def2-TZVPD RIJCOSX def2/J DEFGRID3
* xyz 0 1
C -0.048 1.696 0.756
C -0.549 0.492 -0.097
N 0.530 -0.523 -0.201
C -0.986 0.856 -1.532
N -2.032 -0.091 -2.008
H -0.652 2.536 0.368
H -0.088 1.690 1.850
H 1.008 1.778 0.618
H -1.481 0.174 0.412
H 0.849 -0.682 -1.145
H 1.343 -0.184 0.303
H -0.280 1.093 -2.332
H -1.483 1.813 -1.346
H -2.101 -0.834 -1.317
H -1.881 -0.668 -2.836
O 2.458 -3.203 3.188
H 2.237 -3.390 2.274
H 3.156 -2.552 3.045
*
```

***

Record 11
Below is 3 unconnected molecules or ions with the total composition C3H12N2O2 at a distorted geometry, with properties calculated with the ωB97M-V functional and the def2-TZVPD basis.

Computed properties:
HOMO level (eV): -8.9
Structure (SMILES): [H]/N=C/NCC.O.O
LUMO (eV): 1.01

Geometry as ORCA input:
```
! wB97M-V def2-TZVPD RIJCOSX def2/J DEFGRID3
* xyz 0 1
H 1.330 0.672 2.310
N 0.864 -0.064 1.817
C -0.383 -0.124 1.744
N -1.040 -1.156 1.152
C -2.314 -0.944 0.493
C -2.324 0.021 -0.673
H -1.056 0.581 2.240
H -0.446 -1.886 0.803
H -3.136 -0.810 1.207
H -2.564 -1.930 0.081
H -1.746 0.925 -0.506
H -3.354 0.296 -0.916
H -1.988 -0.416 -1.607
O 0.856 -3.293 -0.439
H 1.019 -2.366 -0.655
H 1.505 -3.443 0.264
O 4.819 4.920 -2.177
H 5.459 4.205 -2.058
H 4.501 4.812 -3.082
*
```

***

Record 12
Below is 2 unconnected molecules or ions with the total composition C3H12N2O2 at a distorted geometry, with properties calculated with the ωB97M-V functional and the def2-TZVPD basis.

Computed properties:
HOMO level (eV): -8.6
Structure (SMILES): NCNCCO.O
LUMO (eV): 0.96

Geometry as ORCA input:
```
! wB97M-V def2-TZVPD RIJCOSX def2/J DEFGRID3
* xyz 0 1
N 0.502 -0.283 3.160
C 1.151 -1.329 2.378
N 0.764 -1.505 0.874
C 1.017 -0.628 -0.278
C 0.545 -1.344 -1.478
O -0.916 -1.264 -1.714
H 0.600 -0.212 4.258
H 0.383 0.699 2.838
H 2.182 -1.526 2.418
H 0.633 -2.197 2.887
H -0.194 -1.791 0.834
H 0.319 0.170 0.077
H 2.054 -0.293 -0.374
H 0.957 -1.071 -2.500
H 1.105 -2.257 -1.290
H -1.219 -2.010 -1.072
O -2.544 5.207 -2.622
H -2.316 5.858 -1.998
H -1.974 5.404 -3.355
*
```

***

Record 13
Below is 3 unconnected molecules or ions with the total composition C3H12N2O2 at a distorted geometry, with properties calculated with the ωB97M-V functional and the def2-TZVPD basis.

Computed properties:
HOMO level (eV): -9.0
Structure (SMILES): C/C(N)=C/N.O.O
LUMO (eV): 0.58

Geometry as ORCA input:
```
! wB97M-V def2-TZVPD RIJCOSX def2/J DEFGRID3
* xyz 0 1
C -2.479 -0.821 -0.914
C -1.140 -0.397 -0.114
N -0.935 1.059 0.047
C -0.470 -1.263 0.581
N 0.792 -0.956 1.256
H -2.500 -0.315 -1.778
H -3.389 -0.568 -0.237
H -2.382 -1.982 -0.955
H -0.980 1.535 -0.883
H -1.840 1.391 0.512
H -0.791 -2.293 0.855
H 0.491 -0.206 1.894
H 1.058 -1.767 1.847
O 2.091 -0.289 -1.910
H 1.241 -0.357 -1.442
H 2.131 -1.159 -2.218
O 1.676 2.184 1.066
H 0.765 1.820 1.022
H 1.600 2.906 1.694
*
```

***

Asked for energy across the records above, the calculation gives -12655.9470, -18220.3402, -20267.8995, -20260.6684, -26495.9796, -6285.4835, -6284.7418, -6283.6327, -8332.8374, -8332.2546, -10380.3492, -10377.8769, -10379.1645 eV in order.